w | This record from the Open Molecules 2025 dataset describes 11 unconnected molecules or ions with the total composition C12H46O17. The level of theory is the ωB97M-V functional and the def2-TZVPD basis.

XYZ file:
```
75
Properties=species:S:1:pos:R:3
O -2.019 2.769 2.474
H -1.733 3.207 3.284
H -1.394 2.042 2.357
O 2.847 -1.496 0.965
H 3.266 -0.811 1.511
H 3.062 -2.330 1.400
O 1.589 -1.017 -1.418
H 1.892 -1.873 -1.747
H 1.956 -0.966 -0.503
O 0.536 -0.421 3.971
H 0.301 -1.132 3.358
H 0.788 -0.873 4.785
O -0.243 0.696 0.661
H -0.241 -0.085 1.239
H 0.237 0.416 -0.133
C -1.534 4.273 -0.309
C -1.474 5.382 -1.356
O -0.326 6.199 -1.185
O -0.695 3.230 -0.812
H -2.554 3.885 -0.409
H -1.321 4.548 0.719
H -2.381 6.001 -1.386
H -1.396 4.874 -2.327
H -0.357 6.890 -1.852
H -0.793 2.456 -0.248
C 2.899 1.517 -3.942
C 3.436 1.778 -5.340
O 4.106 0.665 -5.885
O 2.112 0.342 -3.781
H 2.377 2.362 -3.483
H 3.800 1.383 -3.321
H 4.129 2.611 -5.194
H 2.644 2.086 -6.031
H 3.551 0.253 -6.546
H 1.847 0.275 -2.853
C 0.487 -4.614 -1.803
C -0.804 -4.027 -1.210
O -0.663 -2.763 -0.601
O 1.442 -4.983 -0.832
H 0.903 -4.009 -2.613
H 0.099 -5.536 -2.242
H -1.231 -4.731 -0.493
H -1.579 -4.014 -1.987
H -0.085 -2.148 -1.100
H 1.467 -4.286 -0.167
C -3.595 -0.423 -0.858
C -4.188 -1.602 -0.107
O -5.372 -2.108 -0.691
O -4.367 0.761 -0.616
H -3.653 -0.617 -1.929
H -2.586 -0.193 -0.503
H -4.380 -1.269 0.923
H -3.417 -2.373 -0.030
H -5.832 -1.327 -1.031
H -4.409 0.920 0.333
C -1.605 -2.049 4.339
C -1.584 -2.700 2.955
O -0.939 -1.892 1.998
O -2.074 -3.005 5.304
H -2.281 -1.194 4.367
H -0.605 -1.745 4.635
H -2.627 -2.906 2.690
H -1.102 -3.676 3.059
H -0.847 -2.333 1.130
H -3.011 -2.810 5.395
C 3.646 1.455 1.223
C 2.331 1.578 1.997
O 1.597 2.710 1.596
O 4.285 0.258 1.600
H 4.182 2.406 1.313
H 3.373 1.500 0.159
H 2.597 1.648 3.059
H 1.735 0.667 1.965
H 0.840 2.283 1.168
H 4.937 0.011 0.938
```

Calculated values
Kohn-Sham gap in hartree: 0.35170
HOMO level in eV: -9.59
LUMO in hartree: -0.0008
Net charge: 0

=====

x | This record from the Open Molecules 2025 dataset describes 11 unconnected molecules or ions with the total composition C12H46O17. The level of theory is the ωB97M-V functional and the def2-TZVPD basis.

XYZ file:
```
75
Properties=species:S:1:pos:R:3
O -0.815 0.485 0.089
H 0.067 0.621 0.395
H -1.256 1.262 -0.284
O 2.455 0.631 -1.755
H 1.646 1.098 -1.871
H 2.117 -0.168 -1.310
O 1.491 0.849 1.311
H 1.736 0.885 2.220
H 1.771 1.613 0.850
O -2.583 2.785 -0.346
H -2.714 2.934 -1.288
H -2.766 3.629 0.017
O -1.900 0.356 2.536
H -2.751 -0.093 2.582
H -1.567 0.330 1.622
C -1.072 -1.241 -4.364
C -1.053 -0.393 -3.100
O -1.267 -1.288 -2.033
O -1.034 -0.319 -5.404
H -2.086 -1.685 -4.446
H -0.361 -2.043 -4.482
H -1.888 0.300 -3.100
H -0.163 0.188 -2.872
H -1.270 -0.802 -1.182
H -1.246 -0.786 -6.188
C 0.371 -1.960 3.745
C 0.614 -2.167 2.230
O 0.696 -3.549 2.052
O 0.276 -0.618 3.986
H 1.170 -2.448 4.274
H -0.587 -2.451 4.035
H 1.501 -1.674 1.797
H -0.162 -1.691 1.607
H 0.411 -3.733 1.130
H -0.589 -0.377 3.591
C -2.176 4.278 2.240
C -0.764 3.757 2.104
O -0.747 2.729 3.025
O -2.556 5.220 1.254
H -2.234 4.636 3.248
H -2.927 3.429 2.238
H 0.094 4.391 2.269
H -0.701 3.233 1.158
H -1.157 1.864 2.703
H -1.890 5.889 1.220
C 1.803 -2.381 -2.151
C 3.334 -2.377 -2.122
O 3.705 -3.304 -3.125
O 1.321 -1.718 -1.027
H 1.388 -3.370 -2.099
H 1.422 -1.999 -3.081
H 3.794 -2.589 -1.185
H 3.811 -1.480 -2.357
H 3.164 -3.104 -3.943
H 0.448 -2.046 -0.781
C -5.162 -1.108 -1.043
C -4.132 -0.040 -0.643
O -4.254 0.989 -1.574
O -5.162 -2.173 -0.048
H -4.950 -1.684 -1.979
H -6.179 -0.664 -1.092
H -3.148 -0.424 -0.642
H -4.331 0.378 0.372
H -3.985 1.817 -1.214
H -5.680 -2.953 -0.315
C 4.865 -0.199 0.664
C 5.246 0.699 1.791
O 6.608 1.131 1.654
O 3.586 -0.743 0.788
H 5.482 -1.051 0.529
H 4.907 0.312 -0.322
H 5.155 0.183 2.778
H 4.652 1.563 1.910
H 7.202 0.446 1.921
H 2.954 -0.016 0.834
```

Calculated values
Kohn-Sham gap in hartree: 0.35102
HOMO level in eV: -9.59
LUMO in hartree: -0.0015
Net charge: 0

=====

Stability, highest: w

=====

w | This record from the Open Molecules 2025 dataset describes 3 unconnected molecules or ions with the total composition C4H14NO3. The level of theory is the ωB97M-V functional and the def2-TZVPD basis.

XYZ file:
```
22
Properties=species:S:1:pos:R:3
C 1.182 0.513 0.509
O 2.036 0.956 -0.551
C -0.284 0.430 -0.108
C -1.228 -0.093 1.075
C -2.676 -0.231 0.590
O -2.903 0.834 -0.307
N -0.516 -0.523 -1.081
H 1.665 -0.497 0.736
H 1.195 1.018 1.514
H 1.569 0.751 -1.361
H -0.332 1.472 -0.484
H -0.754 -1.093 1.174
H -1.056 0.470 1.992
H -2.817 -1.211 0.108
H -3.373 -0.090 1.465
H -3.707 0.767 -0.834
H 4.680 2.022 -0.398
H -0.787 -0.177 -2.023
H 5.274 2.389 -0.146
H 1.371 -3.225 -0.896
H 0.318 -2.021 -0.612
O 1.142 -2.460 -0.363
```

Calculated values
Kohn-Sham gap in hartree: 0.22994
HOMO level in eV: -15.12
LUMO in hartree: -0.3257
Net charge: +1

=====

x | This record from the Open Molecules 2025 dataset describes 4 unconnected molecules or ions with the total composition C4H14NO3. The level of theory is the ωB97M-V functional and the def2-TZVPD basis.

XYZ file:
```
22
Properties=species:S:1:pos:R:3
C -0.042 0.956 1.590
C 0.210 0.630 0.146
C 0.537 1.485 -0.804
C 0.319 -1.372 -1.176
N -0.143 -0.733 -0.185
H 0.107 0.061 2.185
H 0.649 1.710 1.937
H -1.016 1.382 1.826
H 0.466 1.403 -1.877
H 0.719 2.516 -0.532
H -0.114 -2.333 -1.422
H 1.130 -0.982 -1.765
H -0.778 -1.155 0.492
H -2.143 3.080 -2.634
H -0.712 3.752 -2.735
O -1.195 2.952 -2.519
H 2.764 -3.120 0.324
H 3.130 -1.628 0.478
O 2.404 -2.227 0.260
H -2.528 -2.677 1.798
H -1.949 -1.666 2.748
O -1.814 -2.032 1.866
```

Calculated values
Kohn-Sham gap in hartree: 0.35045
HOMO level in eV: -13.58
LUMO in hartree: -0.1487
Net charge: +1

=====

Stability, highest: x

=====

w | This record from the Open Molecules 2025 dataset describes 2 unconnected molecules or ions with the total composition C6H11Br. The level of theory is the ωB97M-V functional and the def2-TZVPD basis.

XYZ file:
```
18
Properties=species:S:1:pos:R:3
C 0.006 1.446 -0.510
C 1.034 0.316 -0.632
C 0.603 0.831 0.672
C 2.352 0.598 -1.408
C 0.487 0.632 1.978
C -2.139 -2.136 -0.422
Br -3.581 -0.966 -0.890
H 0.358 2.433 -0.679
H -1.020 1.407 -0.822
H 0.596 -0.752 -0.831
H 2.877 -0.339 -1.179
H 2.947 1.553 -1.050
H 2.062 0.631 -2.535
H -1.194 -1.614 -0.727
H -0.372 1.270 2.452
H 1.110 -0.069 2.604
H -2.229 -2.262 0.634
H -2.224 -3.085 -0.957
```

Calculated values
Kohn-Sham gap in hartree: 0.38256
HOMO level in eV: -9.64
LUMO in hartree: 0.0285
Net charge: 0

=====

x | This record from the Open Molecules 2025 dataset describes a single C6H11Br molecule. The level of theory is the ωB97M-V functional and the def2-TZVPD basis.

XYZ file:
```
18
Properties=species:S:1:pos:R:3
C 0.589 -0.635 0.285
C 1.583 0.434 0.209
C 0.903 -2.080 0.158
C 1.338 1.886 0.386
C -1.329 0.296 -1.016
C -0.859 -0.248 0.338
Br 3.419 -0.029 -0.002
H 1.967 -2.277 0.068
H 0.522 -2.609 1.034
H 0.400 -2.495 -0.718
H 1.427 2.415 -0.565
H 0.350 2.079 0.798
H 2.083 2.306 1.063
H -0.752 1.174 -1.290
H -1.193 -0.456 -1.788
H -2.379 0.570 -0.977
H -1.451 -1.127 0.596
H -1.031 0.506 1.110
```

Calculated values
Kohn-Sham gap in hartree: 0.33864
HOMO level in eV: -8.26
LUMO in hartree: 0.0350
Net charge: 0

=====

Stability, highest: x